Computed, not measured: a molecular structure, C23H35OTi at a distorted geometry, with the ωB97M-V functional and the def2-TZVPD basis.

```
! wB97M-V def2-TZVPD RIJCOSX def2/J DEFGRID3
* xyz 1 1
C -1.946 1.842 0.285
C -2.375 0.644 -0.429
C -1.561 0.525 -1.613
C -0.616 1.615 -1.623
C -0.861 2.427 -0.460
Ti -0.344 0.344 0.345
C 2.193 -0.490 -0.025
C 1.665 0.122 1.256
H 1.937 -0.440 2.153
C 1.222 1.469 1.389
H 1.793 2.297 0.936
H 0.753 1.817 2.336
C 3.244 -1.565 0.294
H 2.881 -2.240 1.077
H 3.445 -2.161 -0.603
H 4.170 -1.099 0.631
C 2.864 0.602 -0.866
H 2.319 1.544 -0.849
H 3.846 0.792 -0.429
H 3.002 0.320 -1.912
C -3.457 -0.297 -0.031
H -3.642 -0.281 1.052
H -4.404 -0.036 -0.525
H -3.217 -1.332 -0.314
C -1.840 -0.424 -2.722
H -1.921 -1.453 -2.351
H -2.794 -0.175 -3.214
H -1.058 -0.405 -3.487
C 0.234 2.031 -2.776
H 0.651 1.170 -3.308
H -0.350 2.609 -3.511
H 1.071 2.665 -2.452
C -0.265 3.772 -0.217
H 0.775 3.827 -0.561
H -0.828 4.548 -0.757
H -0.286 4.029 0.847
C -2.566 2.416 1.512
H -1.816 2.883 2.168
H -3.291 3.199 1.245
H -3.115 1.665 2.093
C 1.078 -1.196 -0.788
C 0.671 -2.344 -0.105
C 1.236 -1.331 -2.226
C 0.650 -3.599 -0.680
H 0.355 -2.160 0.942
C 1.299 -2.589 -2.791
H 1.348 -0.453 -2.847
C 1.017 -3.733 -2.021
H 0.382 -4.482 -0.081
H 1.561 -2.698 -3.848
H 1.105 -4.721 -2.473
C -0.549 -0.981 4.478
C -0.528 -1.474 3.051
O -1.020 -0.380 2.128
H 0.165 -0.160 4.620
H -0.238 -1.806 5.124
H -1.547 -0.661 4.793
H 0.492 -1.716 2.739
H -1.181 -2.330 2.859
H -1.810 0.036 2.541
*
```

Output
LUMO level (spin up / spin down) in eV: -3.52 / -3.52
E_HOMO (spin up / spin down) in eV: -10.125 / -10.126
Kohn-Sham gap (spin up / spin down) in eV: 6.60 / 6.60

For reference, the Löwdin charges in units of e are: number 1, C, carries -0.290; number 2, C, carries -0.289; number 3, C, carries -0.260; number 4, C, carries -0.241; number 5, C, carries -0.270; number 6, Ti, carries 0.941; number 7, C, carries -0.515; number 8, C, carries -0.249; number 9, H, carries 0.108; number 10, C, carries -0.122; number 11, H, carries 0.072; number 12, H, carries 0.085; number 13, C, carries -0.006; number 14, H, carries 0.094; number 15, H, carries 0.107; number 16, H, carries 0.099; number 17, C, carries -0.016; number 18, H, carries 0.061; number 19, H, carries 0.103; number 20, H, carries 0.090; number 21, C, carries -0.025; number 22, H, carries 0.075; number 23, H, carries 0.103; number 24, H, carries 0.091; number 25, C, carries -0.016; number 26, H, carries 0.089; number 27, H, carries 0.106; number 28, H, carries 0.078; number 29, C, carries -0.014; number 30, H, carries 0.061; number 31, H, carries 0.110; number 32, H, carries 0.083; number 33, C, carries -0.027; number 34, H, carries 0.080; number 35, H, carries 0.105; number 36, H, carries 0.085; number 37, C, carries -0.019; number 38, H, carries 0.091; number 39, H, carries 0.106; number 40, H, carries 0.075; number 41, C, carries -0.266; number 42, C, carries -0.071; number 43, C, carries -0.028; number 44, C, carries -0.039; number 45, H, carries 0.096; number 46, C, carries -0.040; number 47, H, carries 0.086; number 48, C, carries -0.029; number 49, H, carries 0.124; number 50, H, carries 0.123; number 51, H, carries 0.119; number 52, C, carries -0.050; number 53, C, carries -0.192; number 54, O, carries -0.184; number 55, H, carries 0.094; number 56, H, carries 0.096; number 57, H, carries 0.089; number 58, H, carries 0.091; number 59, H, carries 0.132; number 60, H, carries 0.109